20
Properties=species:S:1:pos:R:3:forces:R:3:lowdin_charge:R:1 method="wB97M-V/def2-TZVPD" e_homo_ev=-3.6 total_charge=-1
C 0.074 -0.443 3.295 -0.308 0.024 -0.927 -0.619
S -0.737 -1.200 1.795 -0.042 0.189 0.463 0.217
H 1.116 -0.677 3.101 0.256 0.389 0.721 -0.030
H -0.256 -0.803 4.270 -0.032 -0.523 -0.165 -0.012
H -0.117 0.633 3.330 0.341 0.021 -0.199 -0.005
H -0.945 -1.029 -0.917 0.723 -0.362 0.966 -0.041
H -1.785 -0.405 -1.862 -0.287 0.409 -0.535 0.018
O -1.000 -0.956 -1.868 -0.232 -0.062 -0.220 -0.073
H 1.299 0.167 0.826 -0.990 0.032 0.217 -0.050
H 2.543 0.269 0.068 -0.029 0.510 -0.180 0.034
O 1.817 0.841 0.365 0.780 -0.544 -0.153 -0.092
H -1.639 0.454 0.673 -0.362 -0.073 -0.547 -0.106
H -2.299 1.830 0.420 0.127 -0.953 -0.722 0.040
O -2.144 0.968 -0.036 0.127 0.996 1.159 -0.179
H 1.399 -3.067 -2.304 0.069 -0.641 0.184 0.020
H 0.917 -1.682 -2.364 -0.572 0.700 -0.031 -0.014
O 1.537 -2.265 -2.797 0.433 -0.009 -0.215 -0.063
H 0.782 2.519 -1.644 -0.255 -0.289 0.108 0.019
H -0.590 2.057 -2.170 0.034 -0.322 0.330 0.008
O 0.027 2.790 -2.179 0.221 0.508 -0.251 -0.072


20
Properties=species:S:1:pos:R:3:forces:R:3:lowdin_charge:R:1 method="wB97M-V/def2-TZVPD" e_homo_ev=-3.1 total_charge=-1
C -1.433 3.770 -2.021 -0.670 0.495 1.092 -0.743
S -1.542 1.975 -1.840 0.024 -0.436 0.130 0.105
H -2.409 4.265 -2.026 -0.293 -0.272 -0.811 -0.018
H -1.090 4.230 -1.095 0.864 -0.058 0.086 -0.024
H -0.828 4.105 -2.852 0.123 0.091 -0.227 -0.020
H -1.349 1.020 0.635 0.110 -0.077 -0.365 -0.021
H 0.141 1.164 0.644 -0.105 -0.013 -0.191 0.032
O -0.553 0.615 1.028 0.037 0.125 -0.084 -0.120
H 0.477 -2.514 4.118 0.252 0.749 -0.011 0.006
H 0.985 -1.873 5.466 -0.075 0.393 -0.542 0.021
O 0.764 -2.688 5.016 -0.048 -1.191 0.613 -0.075
H -0.735 -0.739 3.713 -0.056 0.124 0.088 0.027
H -0.094 -0.177 2.451 0.005 0.246 0.379 -0.013
O 0.111 -0.421 3.385 -0.094 -0.348 -0.189 -0.099
H 3.032 -2.308 -2.907 0.614 -0.010 0.179 0.024
H 2.056 -3.156 -2.317 0.301 -0.309 0.518 0.011
O 3.030 -3.106 -2.357 -0.881 0.374 -0.619 -0.097
H 0.684 -1.042 -1.162 -0.142 0.051 -0.301 0.040
H -0.101 -1.100 -2.479 -0.004 0.307 0.123 0.034
O 0.699 -1.425 -2.051 0.040 -0.239 0.133 -0.072


20
Properties=species:S:1:pos:R:3:forces:R:3:lowdin_spin:R:1 method="wB97M-V/def2-TZVPD" e_homo_ev="-10.4 / -10.4" multiplicity=2
C 2.381 -0.538 0.807 -0.339 1.769 -1.554 0.065
S 2.270 0.296 -0.902 0.769 -0.554 1.389 0.808
H 2.470 0.381 1.373 0.396 -0.449 0.798 0.004
H 1.433 -1.002 1.070 -0.028 -0.190 -0.231 0.017
H 3.237 -1.199 0.823 -0.029 -0.054 0.092 0.007
H 0.858 -1.026 -3.248 -0.207 -0.184 -0.730 0.001
H 1.231 -0.971 -1.844 -0.319 -0.826 -0.049 0.019
O 0.537 -1.374 -2.415 0.306 0.084 -0.076 0.057
H -1.223 0.377 1.833 -0.095 0.109 0.068 0.000
H -0.803 0.783 3.264 -0.075 0.146 -0.074 0.000
O -1.098 0.043 2.729 0.208 -0.262 -0.024 0.000
H 0.785 1.887 -0.271 -0.407 0.159 -0.135 0.004
H 0.722 2.104 1.170 -0.482 0.124 0.289 0.000
O 0.118 2.072 0.416 0.664 -0.054 -0.015 0.012
H -3.356 -0.084 -0.259 -0.479 0.242 0.140 0.000
H -2.734 -1.356 -0.286 -0.150 -0.435 0.249 0.000
O -3.498 -0.948 0.146 0.482 0.143 -0.322 0.000
H -0.803 -0.367 -1.971 -0.472 0.216 0.422 0.001
H -1.029 0.789 -0.950 -0.028 0.028 0.056 0.001
O -1.496 0.136 -1.482 0.285 -0.013 -0.294 0.003


28
Properties=species:S:1:pos:R:3:forces:R:3:lowdin_charge:R:1 method="wB97M-V/def2-TZVPD" e_homo_ev=-14.0 total_charge=+4
Ba -3.847 4.352 1.192 0.222 -0.766 0.309 1.832
Ba 1.539 4.813 -4.351 0.120 -0.454 0.367 1.652
Ba 1.242 -3.955 -3.202 -0.020 0.212 0.809 1.914
C 0.226 0.870 -0.979 0.221 0.622 0.672 -1.176
O 0.470 0.694 -2.175 1.190 0.085 -5.861 -0.097
O 0.067 -0.161 -0.343 -0.972 -3.332 3.021 -0.055
O 0.210 2.025 -0.525 -0.629 3.053 1.346 -0.120
O -3.350 0.429 -5.439 0.027 0.209 -0.073 -0.046
H -3.665 -0.272 -4.869 -0.241 -0.177 0.118 0.031
H -2.399 0.414 -5.335 0.222 0.009 0.017 0.015
O -4.217 0.112 0.257 -0.004 0.656 0.005 -0.069
H -3.313 -0.202 0.296 0.451 -0.119 -0.038 0.030
H -4.746 -0.650 0.493 -0.301 -0.189 0.097 0.046
O -1.371 1.971 4.086 -0.406 0.362 -0.444 -0.069
H -0.782 1.561 3.453 0.248 -0.224 -0.200 0.031
H -0.954 1.822 4.935 0.038 0.004 0.374 0.048
O 3.980 -0.853 2.221 0.025 -0.345 -0.100 -0.049
H 3.167 -0.800 1.718 -0.302 0.117 -0.091 0.016
H 4.227 0.058 2.374 0.170 0.206 0.119 0.035
O 2.636 6.200 0.137 -0.234 0.128 -0.613 -0.055
H 1.923 5.566 0.057 -0.133 -0.265 0.254 0.009
H 3.154 5.888 0.879 0.296 -0.021 0.272 0.050
O -1.627 -5.272 0.356 0.281 0.250 -0.579 -0.063
H -1.895 -5.900 1.026 -0.141 -0.326 0.164 0.048
H -1.234 -4.550 0.847 0.006 0.182 0.299 0.026
O 3.486 -4.753 0.576 -0.393 0.148 -0.681 -0.064
H 3.452 -5.452 1.229 0.054 -0.312 0.188 0.048
H 3.622 -3.955 1.086 0.205 0.287 0.248 0.031


22
Properties=species:S:1:pos:R:3:forces:R:3:lowdin_spin:R:1 method="wB97M-V/def2-TZVPD" e_homo_ev="-18.8 / -17.2" multiplicity=5 total_charge=+2
Fe -0.480 -0.116 -0.259 -0.008 0.087 0.270 3.786
O 0.241 1.165 -1.808 0.045 -0.075 -0.233 0.031
H 0.657 2.036 -1.783 -0.019 0.046 0.148 0.002
H 0.297 0.886 -2.730 0.017 0.068 -0.064 0.001
O -1.843 1.398 0.332 -0.105 0.078 0.004 0.036
H -1.608 2.297 0.591 0.035 0.033 0.001 0.002
H -2.795 1.409 0.165 -0.034 -0.057 -0.028 0.002
O -1.183 -1.376 1.358 0.188 -0.133 -0.106 0.032
H -0.699 -1.446 2.191 -0.067 0.050 0.103 0.001
H -1.665 -2.209 1.276 -0.073 -0.016 -0.021 0.001
O 1.031 -1.553 -0.780 0.104 -0.096 0.383 0.034
H 1.468 -1.953 -0.016 0.083 -0.064 -0.038 0.001
H 1.358 -2.048 -1.542 -0.105 0.082 -0.151 0.003
O -1.887 -1.060 -1.565 0.132 -0.007 -0.281 0.030
H -1.646 -1.110 -2.499 -0.129 -0.013 -0.083 0.000
H -2.639 -1.659 -1.474 -0.073 0.046 0.172 0.002
C 2.263 0.885 1.308 0.364 -0.346 -0.241 0.003
O 0.820 0.769 1.213 -0.207 0.000 0.085 0.032
H 2.631 1.157 0.324 -0.001 0.088 0.014 0.000
H 2.548 1.637 2.037 -0.094 0.089 0.000 0.001
H 2.692 -0.079 1.588 -0.041 0.117 0.071 0.000
H 0.437 0.969 2.075 -0.014 0.023 -0.006 0.001


21
Properties=species:S:1:pos:R:3:forces:R:3:lowdin_charge:R:1 method="wB97M-V/def2-TZVPD" smiles=NCN.O.O.O.O e_homo_ev=-9.1
N 2.749 -0.098 -0.102 0.304 -1.375 0.487 -0.009
C 1.706 -1.093 -0.372 -0.637 -0.125 -1.199 -0.360
N 0.756 -1.364 0.721 0.971 0.612 -0.757 -0.001
H 2.558 0.496 0.685 -0.180 0.192 -0.086 0.050
H 3.008 0.402 -0.934 -0.124 0.255 0.043 0.052
H 2.122 -2.057 -0.705 0.303 0.220 0.510 0.103
H 1.129 -0.779 -1.242 -0.276 0.234 0.011 0.098
H 0.273 -0.481 0.887 0.210 -0.112 0.429 0.063
H 1.386 -1.582 1.482 -0.534 0.005 0.725 0.071
O -3.264 0.486 0.432 -0.213 -0.647 -0.371 -0.063
H -3.885 -0.057 0.930 -0.067 0.385 0.358 0.057
H -2.991 -0.179 -0.223 0.309 0.110 -0.089 0.023
O -2.004 -1.915 -0.418 -0.277 0.300 0.151 -0.066
H -1.916 -2.766 -0.851 0.129 -0.060 -0.002 0.047
H -1.250 -1.823 0.185 0.238 -0.292 -0.230 0.007
O -1.085 2.237 0.430 0.400 0.213 -0.352 -0.053
H -1.872 1.682 0.310 -0.040 0.027 0.487 0.007
H -0.870 2.284 1.363 -0.341 -0.123 0.130 0.050
O 1.169 2.100 -1.274 -0.444 0.435 0.814 -0.085
H 0.410 2.268 -0.670 -0.192 -0.250 -0.754 -0.002
H 1.871 2.239 -0.632 0.459 -0.003 -0.305 0.011


22
Properties=species:S:1:pos:R:3:forces:R:3:lowdin_charge:R:1 method="wB97M-V/def2-TZVPD" smiles="[H]/N=C/N.O.O.O.O.O" e_homo_ev=-9.1
H -0.825 -2.221 1.700 -0.125 0.987 2.307 0.000
N -1.172 -2.222 0.797 -1.835 0.664 -2.511 0.065
C -1.929 -1.368 0.166 4.003 -4.586 0.234 -0.325
N -2.023 -1.776 -1.168 -1.156 -2.831 1.047 0.012
H -2.286 -0.454 0.514 -0.751 1.692 0.378 0.088
H -2.378 -1.116 -1.817 -0.922 -0.100 -0.786 0.049
H -2.218 -2.908 -1.178 0.793 4.297 -0.615 0.183
O 0.970 1.930 1.904 0.367 9.128 1.181 0.011
H 1.583 2.058 2.635 -0.135 -0.334 -0.165 0.081
H 0.890 1.095 1.739 -0.520 -8.244 -0.567 -0.120
O 1.924 1.555 -0.674 -1.886 -1.090 1.760 -0.073
H 2.596 2.195 -0.719 1.360 1.315 -0.218 0.014
H 1.568 1.658 0.280 0.828 0.145 -1.870 0.037
O 1.487 -0.548 1.899 1.027 -0.461 0.812 -0.062
H 2.436 -0.790 1.849 -0.990 0.140 -0.114 0.087
H 1.089 -0.867 1.087 0.032 -0.633 -0.925 -0.006
O -1.603 2.488 -2.126 -6.257 -0.308 -3.090 -0.058
H -0.916 2.516 -1.554 2.781 0.149 3.544 -0.056
H -2.568 2.487 -1.750 3.527 0.108 -0.426 0.105
O 1.289 -1.175 -0.864 2.233 0.041 1.006 -0.081
H 0.480 -1.014 -1.318 -0.754 0.518 -0.724 0.001
H 1.958 -0.445 -0.979 -1.620 -0.596 -0.257 0.048


20
Properties=species:S:1:pos:R:3:forces:R:3:lowdin_charge:R:1 method="wB97M-V/def2-TZVPD" smiles=C.O.O.O.O.O e_homo_ev=-11.0
C 0.156 -1.767 -1.938 1.252 1.805 0.225 -0.038
H 0.169 -2.704 -2.457 -0.477 -0.182 -0.707 0.010
H 0.863 -1.026 -2.375 -0.223 -0.841 -0.274 0.021
H -0.771 -1.166 -1.902 0.121 -1.055 0.318 0.031
H 0.657 -1.977 -0.991 -0.692 0.186 0.333 -0.011
O 1.260 -0.923 1.394 -0.016 0.261 0.053 -0.059
H 0.569 -0.777 2.057 -0.032 -0.189 0.035 0.008
H 1.212 -1.841 1.120 -0.118 -0.151 0.139 0.045
O -3.798 1.969 -0.314 -1.455 -0.850 0.799 -0.040
H -4.175 2.728 0.137 0.251 0.133 -0.151 0.036
H -3.000 2.217 -0.732 1.273 0.708 -0.656 0.002
O 3.260 -0.745 -0.392 4.327 0.734 -0.793 -0.098
H 2.567 -0.517 0.184 -1.359 0.655 1.617 -0.071
H 4.125 -0.306 -0.025 -2.786 -1.299 -0.968 0.102
O 0.115 1.662 -1.912 1.413 -0.425 0.124 -0.076
H 0.168 1.082 -1.143 -0.573 -0.052 0.266 0.013
H 1.057 1.559 -2.174 -0.827 0.477 -0.305 0.054
O -0.990 -0.249 2.984 -0.537 -3.237 4.952 -0.038
H -1.791 -0.593 3.546 2.415 0.993 -1.700 0.131
H -1.353 0.215 2.309 -1.955 2.329 -3.306 -0.023


21
Properties=species:S:1:pos:R:3:forces:R:3:lowdin_charge:R:1 method="wB97M-V/def2-TZVPD" smiles=CS.O.O.O.O.O e_homo_ev=-8.8
C -0.576 1.242 -2.682 1.858 2.561 0.186 -0.525
S -0.042 -0.469 -2.668 -0.239 0.091 -0.167 0.662
H -1.221 1.564 -1.883 -0.705 -0.546 0.135 0.018
H -0.811 1.767 -3.613 -0.759 -1.019 -0.247 0.029
H 0.320 1.878 -2.454 -0.357 -0.786 0.232 0.035
H 1.215 -0.113 -2.926 0.242 -0.353 -0.078 -0.154
O -1.067 0.017 1.159 -0.751 -0.154 -0.088 -0.049
H -0.318 0.532 1.440 0.516 0.079 0.170 0.005
H -1.353 -0.521 1.908 0.229 0.171 -0.175 0.040
O -1.647 -2.754 -0.229 0.244 -0.106 0.382 -0.060
H -1.269 -3.032 0.614 0.119 0.270 -0.013 0.028
H -2.317 -3.418 -0.373 -0.406 -0.239 -0.350 0.035
O 0.611 3.577 1.143 0.093 -0.186 0.094 -0.050
H 0.138 3.135 1.854 -0.187 0.121 -0.006 0.015
H 1.528 3.335 1.306 0.093 0.074 -0.092 0.038
O 1.551 0.995 4.093 -1.872 -0.548 -0.773 -0.065
H 0.733 1.361 3.695 0.795 0.821 0.349 0.024
H 1.186 0.093 4.053 1.062 -0.282 0.435 0.041
O 1.174 -1.989 0.638 0.311 -1.091 0.486 -0.079
H 0.558 -1.881 -0.087 -0.399 0.365 -0.427 -0.036
H 1.283 -2.959 0.695 0.111 0.756 -0.056 0.047


22
Properties=species:S:1:pos:R:3:forces:R:3:lowdin_charge:R:1 method="wB97M-V/def2-TZVPD" smiles=CN.O.O.O.O.O e_homo_ev=-9.9
C 2.594 -0.890 -0.770 0.544 0.408 -0.645 -0.182
N 1.522 -1.250 -1.700 0.016 -0.252 0.961 -0.060
H 3.351 -0.217 -1.200 -0.037 -0.227 -0.042 0.072
H 3.103 -1.774 -0.397 0.031 -0.102 0.067 0.069
H 2.197 -0.327 0.059 -0.332 -0.015 0.436 0.053
H 0.842 -0.513 -1.729 -0.206 0.189 -0.359 0.060
H 1.855 -1.467 -2.620 0.059 0.049 -0.252 0.061
O -6.796 -0.079 -0.237 -0.178 0.011 0.070 -0.060
H -6.713 0.770 0.210 0.073 -0.069 -0.066 0.032
H -5.923 -0.285 -0.577 0.114 0.060 -0.004 0.028
O 1.759 4.513 0.004 -0.132 -0.532 -0.193 -0.073
H 1.368 3.621 0.047 0.152 0.479 0.300 0.005
H 2.694 4.340 -0.142 0.003 0.074 0.026 0.027
O -1.132 -0.349 1.234 0.017 -0.191 0.288 -0.064
H -1.790 -0.497 1.923 0.036 0.247 -0.105 0.052
H -0.739 -1.231 1.127 -0.163 -0.125 -0.290 0.000
O -0.117 -2.892 0.394 -0.564 0.360 1.503 -0.055
H 0.654 -2.432 0.055 0.090 -0.589 -1.127 0.003
H -0.434 -3.639 -0.113 0.558 0.239 -0.495 0.054
O 0.747 1.903 1.396 -0.212 -0.554 -0.476 -0.069
H 0.183 1.333 0.843 -0.006 0.319 0.214 0.011
H 0.775 1.363 2.192 0.135 0.220 0.190 0.036


22
Properties=species:S:1:pos:R:3:forces:R:3:lowdin_charge:R:1 method="wB97M-V/def2-TZVPD" e_homo_ev=-10.7
H 0.540 0.284 -0.336 -0.704 1.669 0.319 0.008
O 0.030 0.394 -1.394 -0.855 -1.330 0.330 -0.213
N 0.644 0.403 0.908 0.850 -1.495 3.168 -0.004
H 0.386 0.997 -1.995 0.760 1.714 -1.331 0.046
H -0.136 -0.235 1.302 1.901 1.052 -0.544 0.115
H 0.440 1.286 1.423 0.029 -0.723 -1.103 0.131
C 2.071 -0.004 1.262 1.015 0.058 -3.166 -0.091
H 2.744 0.826 0.897 -0.851 -0.670 -0.057 0.089
H 2.445 -0.087 2.265 -0.915 -0.576 0.858 0.054
H 2.368 -0.898 0.577 -0.608 1.394 1.562 0.098
O -2.386 1.074 -0.550 1.290 0.968 0.062 -0.088
H -2.861 0.389 -0.986 -1.155 -0.807 -0.334 0.020
H -1.459 0.828 -0.854 -0.939 1.272 0.400 -0.001
O -1.689 -1.336 -0.547 -0.641 -0.285 0.322 -0.055
H -1.168 -2.123 -0.482 0.401 -0.806 -0.073 0.043
H -1.149 -0.706 -1.043 0.321 -0.595 -0.304 -0.022
O 2.030 -1.090 -1.839 -0.145 -0.474 -1.863 -0.120
H 1.932 -1.333 -2.801 0.470 0.131 1.507 0.060
H 1.209 -0.549 -1.719 0.424 -0.553 0.003 -0.051
O -1.708 0.356 2.080 -0.120 0.924 3.332 -0.062
H -2.160 1.079 2.572 0.644 -0.854 -0.113 0.084
H -2.124 0.446 1.260 -1.174 -0.014 -2.974 -0.039


33
Properties=species:S:1:pos:R:3:forces:R:3:lowdin_charge:R:1 method="wB97M-V/def2-TZVPD" e_homo_ev=-10.1
Na 3.092 14.611 14.484 -0.084 0.810 0.639 0.770
C 4.377 17.851 17.026 -1.790 0.033 -1.015 -0.618
F 4.388 18.983 17.715 0.502 -0.262 0.267 0.147
F 5.295 17.932 16.076 0.144 -0.096 -0.117 0.154
F 4.646 16.786 17.791 0.508 0.543 0.477 0.105
S 2.605 17.627 16.323 -1.921 0.131 0.235 0.572
O 2.033 18.964 16.280 1.252 -0.784 -0.364 -0.302
O 2.742 16.965 15.035 1.019 -0.246 -0.622 -0.340
O 1.881 16.758 17.237 0.696 0.097 0.178 -0.318
O 0.102 20.684 17.260 -0.001 -0.198 -0.097 -0.069
H 0.663 19.989 16.874 -0.286 0.376 0.293 -0.021
H 0.105 20.501 18.205 0.025 -0.002 -0.035 0.032
O 2.561 15.866 19.684 -0.291 0.345 -0.063 -0.075
H 2.056 16.377 19.009 0.519 -0.475 0.540 0.015
H 2.936 15.132 19.191 -0.109 -0.047 -0.030 0.015
O 3.356 21.419 15.785 0.066 -0.341 -0.073 -0.064
H 4.300 21.248 15.854 -0.040 0.062 0.036 0.015
H 2.932 20.549 15.913 0.081 0.506 -0.016 -0.016
O -1.029 16.352 16.354 0.087 -0.250 -0.120 -0.060
H -0.180 16.270 16.807 -0.032 0.199 -0.011 -0.003
H -0.847 16.913 15.593 -0.015 0.090 0.122 0.032
O 3.134 18.714 20.267 0.163 0.072 0.012 -0.051
H 3.690 18.886 19.499 -0.197 0.023 0.350 -0.004
H 3.350 17.812 20.535 -0.177 -0.082 -0.116 0.016
O 7.260 18.689 13.690 -0.006 -0.006 0.084 -0.056
H 6.492 18.222 13.348 -0.047 0.041 -0.039 0.026
H 6.894 19.463 14.132 0.039 -0.021 -0.054 0.031
O 7.026 15.059 19.186 -0.216 0.011 -0.272 -0.052
H 6.764 15.982 19.284 0.051 -0.057 0.083 0.031
H 7.388 15.003 18.294 0.128 0.050 0.110 0.034
O 4.145 14.421 16.665 0.088 -0.705 -0.429 -0.049
H 4.503 13.545 16.855 -0.035 0.095 0.123 0.074
H 4.606 15.009 17.275 -0.120 0.086 -0.077 0.027


ΔE to the lowest compared entry with this formula, charge and spin (kcal/mol)
20.2; 28.8; 18.2; 255.2; 1.8; 14.5; 61.4; 32.4; 35.2; 23.8; 44.4; 5.9